1.
Computed, not measured: a single C5H7OP molecule at a distorted geometry, with ωB97M-V/def2-TZVPD.

Element x y z (Å)
C1 -0.19704 -0.82240 -0.43435
C2 1.16097 -0.78243 -0.51407
C3 -0.85956 -0.38235 0.85203
C4 2.34931 -0.37057 0.19224
C5 -1.81232 1.67042 -0.57146
O1 2.27023 -1.07010 -1.13745
P1 -1.34873 1.34273 0.98890
H1 -0.84019 -0.83223 -1.31655
H2 -1.64598 -1.09886 1.06609
H3 -0.18874 -0.52484 1.66700
H4 2.93334 -1.08328 0.82340
H5 -2.32246 0.77935 -1.08273
H6 2.84879 0.61655 0.24223
H7 -2.34763 2.55802 -0.77529

Cartesian forces (eV/Å) of the 3 atoms listed first:
C 1.7 0.9 -0.7
C -3.0 0.4 2.0
C 0.4 -1.2 -0.5

For the lowest unoccupied orbital energy, the calculation gives 0.1 eV. The value obtained for the molecular weight is 114.084 g mol⁻¹. The relative energy (zero: lowest compared OMol25 entry of this formula, charge and spin) comes out at 370.6 kJ/mol. For the HOMO-LUMO gap, the calculation gives 0.316 Eh. The total energy comes out at -16630.11196 eV. Its SMILES is C=PC/C=C1\CO1.

***

2.
Computed, not measured: a molecular structure, C39H96N4O6 at a distorted geometry, with ωB97M-V/def2-TZVPD.

Element x y z (Å)
C1 -0.03499 2.18757 -0.26026
C2 1.24575 2.67492 0.43141
N1 1.36760 4.12432 0.47168
C3 2.62235 4.54478 1.09278
C4 2.63660 4.22762 2.60673
C5 1.09043 4.83965 -0.73778
C6 2.13503 4.75895 -1.87682
H1 -0.26122 1.12563 -0.16433
H2 -0.09347 2.43070 -1.32119
H3 -0.90882 2.59971 0.24438
H4 1.28405 2.27220 1.44356
H5 2.12670 2.27632 -0.07172
H6 3.50316 4.13206 0.60091
H7 2.76184 5.62571 1.07753
H8 1.66807 4.45490 3.05215
H9 2.83405 3.17214 2.79407
H10 3.38062 4.84364 3.11175
H11 0.94093 5.89279 -0.49976
H12 0.12220 4.52459 -1.12682
H13 1.75912 5.09286 -2.84394
H14 2.40854 3.70607 -1.94569
H15 3.01513 5.31295 -1.55036
C7 -1.42954 -3.25795 -0.71026
C8 -0.75997 -3.55649 -2.03224
N2 0.65506 -3.29275 -2.11026
C9 1.54239 -3.98536 -1.17789
C10 1.38204 -5.50556 -1.21943
C11 0.88586 -1.85545 -2.18168
C12 2.34558 -1.47077 -2.47103
H16 -0.79480 -3.51408 0.13803
H17 -2.40133 -3.75160 -0.71448
H18 -1.63917 -2.19406 -0.59934
H19 -0.91069 -4.60422 -2.29235
H20 -1.27445 -2.93836 -2.76800
H21 2.57711 -3.80896 -1.47174
H22 1.43534 -3.58388 -0.17019
H23 0.35921 -5.76797 -0.94914
H24 1.62767 -5.95003 -2.18390
H25 1.96428 -6.00802 -0.44701
H26 0.66137 -1.41904 -1.20842
H27 0.25030 -1.36465 -2.91875
H28 2.96989 -1.67538 -1.60128
H29 2.53169 -0.40947 -2.63565
H30 2.81543 -1.86439 -3.37237
C13 4.62335 -2.06562 0.41796
C14 4.45742 -0.58851 0.84290
N3 3.24471 -0.39533 1.69286
C15 2.03439 -0.62662 0.89128
C16 1.82318 0.27499 -0.29598
C17 3.23620 -1.14321 2.96061
C18 4.46435 -1.08073 3.85501
H31 4.59468 -2.70158 1.30274
H32 5.64467 -2.23531 0.07708
H33 3.87605 -2.40297 -0.30027
H34 5.32213 -0.17557 1.36237
H35 4.42652 0.09988 -0.00165
H36 1.99852 -1.67848 0.60774
H37 1.18274 -0.57740 1.56980
H38 1.91407 1.31925 0.00294
H39 2.58674 0.11951 -1.05814
H40 0.82177 0.11722 -0.69648
H41 3.12013 -2.22183 2.85470
H42 2.43342 -0.78491 3.60502
H43 4.28478 -1.64761 4.76852
H44 4.57818 -0.02186 4.08728
H45 5.39701 -1.48569 3.46225
C19 -3.31236 -1.28677 -2.21532
C20 -2.94618 -0.29239 -3.32088
N4 -1.60215 0.31877 -3.04329
C21 -1.60561 1.09245 -1.78135
C22 -2.43068 2.42616 -1.99301
C23 -0.45039 -0.62658 -3.06399
C24 -0.03955 -0.72626 -4.53894
H46 -3.61836 -0.80479 -1.28679
H47 -2.58866 -2.08861 -2.06895
H48 -4.14216 -1.90566 -2.55663
H49 -2.98365 -0.78913 -4.29039
H50 -3.69758 0.47953 -3.48709
H51 -0.57848 1.39669 -1.57996
H52 -1.94733 0.48661 -0.94214
H53 -2.40532 3.11685 -1.15016
H54 -3.47814 2.19111 -2.18191
H55 -2.02724 2.96023 -2.85331
H56 0.39679 -0.17351 -2.54910
H57 -0.62407 -1.60763 -2.62186
H58 0.92625 -1.18128 -4.75868
H59 -0.76438 -1.27823 -5.13731
H60 0.04025 0.26934 -4.97542
C25 -1.66446 -1.48744 2.42626
O1 -1.18003 -2.24033 1.34514
H61 -0.87287 -1.10641 3.07147
H62 -2.16449 -0.59423 2.05177
H63 -2.36379 -2.05527 3.03995
H64 -0.75536 -3.03555 1.67511
C26 -0.33809 0.03158 0.22049
O2 -1.54099 -0.67819 0.30918
H65 -0.26884 0.50343 -0.75965
H66 -0.33206 0.80495 0.98858
H67 0.46230 -0.64905 0.51070
H68 -1.44275 -1.46687 0.84762
C27 1.18330 1.14797 -2.17161
O3 2.03305 2.17112 -2.66596
H69 0.22012 1.40033 -2.61512
H70 1.44999 0.14045 -2.49079
H71 1.24401 1.15449 -1.08332
H72 1.88923 2.30500 -3.60564
C28 -4.02684 -2.40891 1.00991
C29 -5.13926 -3.37817 0.64748
C30 -4.71243 -3.96491 -0.66271
O4 -3.35736 -3.54765 -0.85185
C31 -3.21898 -2.22489 -0.22749
H73 -3.42443 -2.81753 1.82122
H74 -4.35701 -1.46535 1.44441
H75 -6.02412 -2.75517 0.51706
H76 -5.36334 -4.07899 1.45167
H77 -5.31622 -3.54249 -1.46589
H78 -4.77861 -5.05258 -0.68875
H79 -3.54270 -1.45556 -0.92851
H80 -2.18317 -1.93181 -0.05621
C32 -2.42214 2.89438 0.55405
C33 -2.48903 1.45565 0.22850
C34 -2.94577 0.75340 1.47893
O5 -3.40583 1.77065 2.35303
C35 -2.69761 2.96195 2.01788
H81 -3.19691 3.48075 0.06007
H82 -1.48554 3.37637 0.27375
H83 -1.51438 1.03631 -0.02114
H84 -3.13804 1.28681 -0.63079
H85 -2.14127 0.18872 1.95010
H86 -3.67756 -0.02696 1.27008
H87 -1.79950 3.13666 2.61032
H88 -3.25090 3.86845 2.26331
C36 1.52754 1.91265 3.77177
C37 0.12155 2.50380 3.77306
C38 -0.72358 1.55303 2.98739
O6 0.01906 0.30100 3.03517
C39 1.43340 0.62419 2.99915
H89 1.88033 1.72712 4.78627
H90 2.19656 2.60169 3.25629
H91 0.11445 3.50400 3.33989
H92 -0.24486 2.46138 4.79875
H93 -0.90335 1.72731 1.92653
H94 -1.74781 1.51309 3.35816
H95 1.75194 0.70828 1.96013
H96 2.04205 -0.15838 3.45217

Cartesian forces (eV/Å) of the 3 atoms listed first:
C 3.8 7.8 0.4
C -1.1 2.9 -0.5
N 0.2 0.6 1.1

For the lowest unoccupied orbital energy, the calculation gives 0.4 eV. The value obtained for the molecular weight is 717.219 g mol⁻¹. For the HOMO-LUMO gap, the calculation gives 0.251 Eh. The total energy comes out at -60167.66115 eV.

***

3.
Computed, not measured: a molecular structure, C33H88B2F8FeO33S11 at a distorted geometry, with ωB97M-V/def2-TZVPD.

Element x y z (Å)
Fe1 -0.09604 2.05266 1.97882
B1 -0.30041 -0.31752 0.73293
F1 0.06813 -1.20468 -0.22947
F2 0.59361 -0.03420 1.73986
F3 -0.62732 0.85923 0.08708
F4 -1.46296 -0.85044 1.22483
B2 0.58624 4.06025 0.47176
F5 0.75511 4.60906 -0.79711
F6 -0.61272 3.81036 0.81709
F7 1.19169 2.84158 0.55751
F8 1.15004 4.88477 1.38064
O1 -2.20458 1.71544 1.99616
S1 -3.63010 1.37807 2.17841
O2 -4.11960 0.66924 3.32909
O3 -4.49935 2.72211 1.83657
C1 -3.83250 3.88617 1.47114
C2 -4.61891 5.11237 1.82036
C3 -4.14762 0.44783 0.57153
H1 -3.83892 3.89355 0.38118
H2 -2.82190 4.02572 1.85494
H3 -4.39072 5.36129 2.85673
H4 -5.68656 5.04716 1.61069
H5 -4.31068 5.97212 1.22544
H6 -3.54450 -0.46007 0.57972
H7 -3.76811 1.09766 -0.21701
H8 -5.19202 0.18247 0.40746
O4 1.54881 2.12637 -5.14179
S2 0.98474 1.06332 -4.33401
O5 -0.33612 0.48382 -4.54983
O6 2.00194 -0.23174 -4.21060
C4 3.45185 0.02087 -4.05714
C5 4.10616 0.06708 -5.48737
C6 1.03155 1.44736 -2.54958
H9 3.88598 -0.77821 -3.45622
H10 3.68823 0.94143 -3.52349
H11 3.56038 0.59099 -6.27207
H12 4.02937 -0.90036 -5.98362
H13 5.11863 0.46443 -5.55896
H14 0.88990 0.52556 -1.98538
H15 0.17570 2.09481 -2.35870
H16 1.98121 1.93744 -2.33489
O7 5.28710 -5.37971 -0.52854
S3 4.69659 -4.99036 0.72502
O8 5.30428 -5.24348 2.02565
O9 4.37943 -3.27807 0.58560
C7 4.25232 -2.53505 1.80906
C8 3.30209 -1.34860 1.51815
C9 2.98514 -5.60821 0.78334
H17 5.22505 -2.08565 2.00886
H18 3.96128 -3.09640 2.69692
H19 2.37710 -1.83509 1.20861
H20 3.77934 -0.64484 0.83619
H21 2.97425 -0.88922 2.45067
H22 2.69140 -5.45857 -0.25562
H23 2.41123 -4.90575 1.38772
H24 3.07756 -6.64434 1.10892
O10 -1.33854 -3.90510 -9.26244
S4 -2.15465 -3.37599 -8.15122
O11 -3.17699 -4.17785 -7.44237
O12 -1.11674 -2.81287 -7.06013
C10 -1.55952 -2.63764 -5.74392
C11 -0.33845 -2.69248 -4.81681
C12 -2.99524 -1.91165 -8.59226
H25 -2.21083 -3.46949 -5.47573
H26 -2.05795 -1.67787 -5.60792
H27 -0.63406 -2.29825 -3.84454
H28 0.42130 -1.97787 -5.13334
H29 0.18493 -3.64696 -4.76089
H30 -2.30157 -1.09080 -8.77426
H31 -3.76790 -1.74722 -7.84121
H32 -3.49925 -2.11081 -9.53799
O13 -5.81624 2.07731 -2.69536
S5 -5.81924 3.41220 -2.13482
O14 -6.22289 3.66680 -0.71343
O15 -4.29337 4.17065 -2.34330
C13 -3.20020 3.29185 -2.48429
C14 -3.01392 3.11640 -4.06095
C15 -6.86258 4.45222 -3.17456
H33 -3.36190 2.33219 -1.99337
H34 -2.26666 3.64785 -2.04857
H35 -2.64613 2.10785 -4.24977
H36 -2.40467 3.85223 -4.58580
H37 -3.96005 3.00659 -4.59091
H38 -7.28270 5.00790 -2.33622
H39 -7.58007 3.82282 -3.70103
H40 -6.36219 5.07497 -3.91610
O16 6.46355 2.39032 -1.95232
S6 5.90584 1.22611 -1.31908
O17 4.60235 1.38913 -0.77378
O18 5.98298 -0.05846 -2.26296
C16 6.90595 -0.04779 -3.34561
C17 6.86085 -1.48413 -4.05115
C18 6.94455 0.55319 0.16642
H41 7.91984 0.14970 -2.99757
H42 6.70683 0.79678 -4.00527
H43 5.94086 -1.75841 -4.56738
H44 7.19880 -2.30426 -3.41767
H45 7.65355 -1.42982 -4.79732
H46 7.06895 1.27952 0.96958
H47 7.84117 -0.00345 -0.10619
H48 6.30238 -0.19014 0.63883
O19 1.64753 2.50591 3.08239
S7 2.95156 2.78475 3.79885
O20 3.04367 3.16135 5.20347
O21 3.84887 1.42605 3.59081
C19 5.24323 1.57660 3.51761
C20 5.97523 1.86423 4.85551
C21 3.95967 4.03991 2.76974
H49 5.48851 2.25071 2.69694
H50 5.67456 0.58509 3.37996
H51 5.88896 2.92143 5.10646
H52 6.99706 1.49472 4.76945
H53 5.67367 1.18366 5.65175
H54 4.01379 3.68345 1.74109
H55 4.93501 4.17157 3.23823
H56 3.45575 5.00638 2.77912
O22 -6.82654 -2.09461 -1.79287
S8 -6.45396 -3.36386 -1.07650
O23 -6.14556 -4.55813 -1.87576
O24 -5.26413 -2.98192 0.02693
C22 -4.44941 -4.09701 0.46565
C23 -3.53818 -3.80602 1.66359
C24 -7.92794 -3.65545 0.04471
H57 -3.97737 -4.57673 -0.39174
H58 -4.97763 -4.92867 0.93193
H59 -3.92931 -3.51251 2.63775
H60 -2.75782 -3.12899 1.31607
H61 -3.07872 -4.78189 1.82062
H62 -7.75241 -3.16989 1.00466
H63 -7.93369 -4.70699 0.33166
H64 -8.84935 -3.29195 -0.41022
O25 -2.41249 3.84590 5.11175
S9 -1.12459 4.27887 4.60719
O26 -0.61309 3.63679 3.44428
O27 -1.16067 5.88810 4.22723
C25 -1.68625 6.82476 5.16269
C26 -0.49842 7.44108 6.00158
C27 0.09750 4.18327 6.03556
H65 -2.46256 6.34358 5.75760
H66 -2.36818 7.49669 4.64155
H67 -0.64588 8.49792 6.22399
H68 0.44464 7.50119 5.45832
H69 -0.24720 6.73064 6.78915
H70 0.37426 3.12988 5.99218
H71 -0.36338 4.50924 6.96799
H72 1.05288 4.68511 5.88219
O28 -1.91935 -6.36450 -0.59095
S10 -0.81633 -5.60679 -1.10310
O29 0.47442 -6.16843 -1.24753
O30 -1.21684 -4.93574 -2.58214
C28 -1.79402 -5.74076 -3.55242
C29 -3.33624 -5.52808 -3.79188
C30 -0.62859 -4.11580 -0.07157
H73 -1.62999 -6.80903 -3.41101
H74 -1.22446 -5.58339 -4.46836
H75 -3.75124 -4.58595 -4.15002
H76 -3.72892 -5.91679 -2.85231
H77 -3.60701 -6.23944 -4.57210
H78 -0.71593 -4.36440 0.98611
H79 -1.44199 -3.43527 -0.32325
H80 0.26910 -3.54195 -0.30170
O31 0.16642 0.60665 6.58405
S11 0.03794 0.07348 5.22584
O32 -0.24997 0.91697 4.05538
O33 1.44898 -0.77893 4.82881
C31 2.06180 -1.39259 5.88603
C32 3.16469 -2.28656 5.28207
C33 -1.05474 -1.38041 5.36437
H81 1.37231 -2.08145 6.37409
H82 2.52470 -0.58790 6.45725
H83 3.96905 -1.70891 4.82662
H84 2.52903 -2.74022 4.52164
H85 3.45946 -3.14232 5.88942
H86 -1.87224 -1.28968 4.64914
H87 -1.43428 -1.69257 6.33731
H88 -0.49934 -2.26073 5.04083

Cartesian forces (eV/Å) of the 3 atoms listed first:
Fe -0.6 -0.3 0.5
B -1.6 -1.4 -1.5
F 1.8 -0.8 -0.8

Its spin multiplicity is 5. For the lowest unoccupied orbital energy (alpha / beta), the calculation gives -0.1 / -0.1 eV. The value obtained for the molecular weight is 1595.224 g mol⁻¹. Its expectation value of S² is 6.005. For the HOMO-LUMO gap (alpha / beta), the calculation gives 0.376 / 0.352 Eh. The total energy comes out at -279884.60195 eV.